(1)
Computed, not measured: a structure of composition C17H17Cl7CrGeN3OS, with ωB97M-V/def2-TZVPD.

## Properties
* frontier orbital gap (spin up / spin down): 4.12 / 4.05 eV
* spin multiplicity: 2
* LUMO (spin up / spin down): 3.92 / 3.92 eV
* total charge: -2
* HOMO (spin up / spin down): -0.20 / -0.13 eV

Structure (XYZ):
```
48
Properties=species:S:1:pos:R:3:lowdin_charge:R:1
Cr -0.0732 0.2049 -0.6514 0.168
Cl 4.2310 5.9230 -1.1977 0.603
C 2.8803 4.8369 -1.2354 -0.736
C 3.0774 3.4487 -1.2085 -0.700
Cl 4.6828 2.8201 -1.0721 0.656
C 2.0089 2.5893 -1.2708 -0.530
Cl 2.2007 0.8731 -1.1474 0.829
C 0.6465 3.0355 -1.2960 -0.473
O -0.3348 2.2372 -1.3385 -0.163
C 0.4990 4.4475 -1.2445 -0.593
Cl -1.1171 5.0711 -1.1023 0.675
C 1.5794 5.3238 -1.2641 -0.711
Cl 1.3157 6.9678 -1.7523 0.623
N -3.5902 2.5292 -0.7152 0.068
C -2.8054 1.5756 -0.1193 -0.933
N -2.2004 1.9091 1.0189 0.070
S -2.6559 0.0354 -0.7722 0.690
H -3.2631 3.4778 -0.6046 0.035
H -3.8015 2.2870 -1.6701 0.073
H -2.0321 2.8863 1.2057 0.092
H -1.4532 1.2513 1.3326 0.001
Cl 2.1481 -2.2346 0.8150 0.643
C 1.5044 -1.6131 2.3241 -0.588
C 1.9586 -2.2120 3.4745 -0.190
C 1.5578 -1.7745 4.7371 -0.173
C 0.7024 -0.6752 4.7792 -0.198
C 0.2568 -0.0821 3.6230 -0.592
Cl -0.7784 1.3309 3.8229 0.601
C 0.5694 -0.4999 2.2656 -0.496
N 0.0962 0.0518 1.1923 -0.140
H 2.6626 -3.0306 3.3772 0.078
H 1.9008 -2.2607 5.6402 0.064
H 0.3752 -0.2648 5.7278 0.076
C -1.4719 -3.2910 0.0799 -0.240
Ge -0.7216 -2.8887 -1.6956 0.618
C -2.2133 -3.2565 -2.9692 -0.256
C 0.5257 -4.4025 -2.0312 -0.252
C 0.1407 -1.2031 -1.8621 -0.525
H -2.0763 -4.2026 0.0395 0.001
H -2.0856 -2.4693 0.4480 -0.026
H -0.6555 -3.4379 0.7898 -0.004
H -2.6457 -4.2459 -2.7894 -0.008
H -1.8481 -3.2159 -3.9986 -0.006
H -2.9959 -2.5039 -2.8535 -0.014
H -0.0181 -5.3469 -2.1292 -0.006
H 1.2242 -4.4848 -1.1961 -0.016
H 1.1017 -4.2355 -2.9448 -0.003
H 0.9907 -1.2814 -2.5613 -0.092
```



(2)
Computed, not measured: a structure of composition C32H24F6N5O10S2Ta, with ωB97M-V/def2-TZVPD.

## Properties
* frontier orbital gap: 5.09 eV
* LUMO: -2.37 eV
* total charge: 0
* HOMO: -7.46 eV

Structure (XYZ):
```
80
Properties=species:S:1:pos:R:3:lowdin_charge:R:1
Ta 0.0236 0.2231 -0.4104 1.984
C 1.3767 2.1360 -3.8940 -0.028
C 0.8392 0.7765 -4.2298 -0.222
C 1.2496 0.1299 -5.3876 -0.047
C 0.7161 -1.0985 -5.7387 -0.063
C -0.2631 -1.6816 -4.9540 -0.034
C -0.7215 -1.0595 -3.7965 -0.200
C -1.8638 -1.6498 -3.0215 -0.019
C -0.1291 0.1529 -3.4338 -0.212
N -0.5796 0.8499 -2.2599 -0.065
C -1.4465 1.8991 -2.4850 -0.442
O -1.9383 2.2058 -3.5421 0.151
C -1.6466 2.6800 -1.2313 -0.157
C -2.4277 3.8087 -1.1060 0.053
C -2.4252 4.4695 0.1194 0.015
C -1.6310 4.0008 1.1567 0.051
C -0.8877 2.8566 0.9404 -0.160
N -0.9084 2.2139 -0.2232 0.040
C 0.0435 2.2211 1.9204 -0.457
O 0.2340 2.6659 3.0266 0.126
N 0.6621 1.1340 1.3463 -0.053
C 1.5912 0.4396 2.1777 -0.187
C 2.8043 0.9999 2.5706 -0.203
C 3.2279 2.3544 2.0937 -0.021
C 3.5993 0.2614 3.4430 -0.026
C 3.2012 -0.9784 3.9086 -0.048
C 2.0076 -1.5536 3.4907 0.000
C 1.2271 -0.8388 2.6030 -0.259
C -0.7223 -2.2644 2.6460 -0.014
H 2.3134 2.3173 -4.4184 0.084
H 1.5596 2.2573 -2.8242 0.069
H 0.6653 2.9062 -4.1986 0.092
H 1.9969 0.5971 -6.0155 0.117
H 1.0518 -1.5950 -6.6392 0.109
H -0.7086 -2.6211 -5.2540 0.115
H -2.3561 -2.4148 -3.6183 0.089
H -2.6007 -0.8892 -2.7614 0.079
H -1.5371 -2.1173 -2.0917 0.062
H -3.0070 4.1409 -1.9540 0.135
H -3.0328 5.3524 0.2585 0.124
H -1.5792 4.4790 2.1234 0.135
H 2.9432 2.5123 1.0524 0.079
H 4.3075 2.4661 2.1724 0.088
H 2.7507 3.1320 2.6932 0.088
H 4.5447 0.6764 3.7651 0.118
H 3.8372 -1.5203 4.5942 0.112
H 1.7076 -2.5325 3.8349 0.120
H -0.2321 -3.2376 2.7113 0.096
H -1.6291 -2.3448 2.0551 0.095
H -0.9686 -1.8967 3.6424 0.114
O -4.3105 -2.5097 5.4852 -0.034
C -4.8274 -2.1604 4.4122 -0.710
O -5.8776 -2.4888 3.8469 -0.022
C -4.0467 -1.0217 3.7098 -0.097
C -3.2276 -0.1513 4.4139 0.003
C -2.4447 0.7628 3.7275 -0.108
N -2.3736 0.8009 2.3984 0.118
C -3.1912 -0.0230 1.7348 -0.220
C -4.0746 -0.9058 2.3218 0.053
C -2.9431 -0.0253 0.2621 -0.433
O -3.6324 0.2983 -0.6546 0.169
O -1.6579 -0.4818 0.0413 -0.221
H -3.1786 -0.2366 5.4906 0.120
H -1.8047 1.4630 4.2533 0.106
H -4.7395 -1.5378 1.7487 0.135
F 2.5140 -1.5591 -3.0769 0.156
C 3.5501 -0.9207 -2.5553 -0.672
F 4.6357 -1.6775 -2.6490 0.169
F 3.7504 0.2187 -3.1968 0.175
S 3.2448 -0.5540 -0.7660 0.664
O 2.0325 0.3335 -0.8832 -0.432
O 4.4054 0.1163 -0.3162 -0.195
N 2.9180 -1.8306 0.0371 -0.359
S 1.5332 -2.6327 -0.0184 1.095
O 0.5149 -1.8050 -0.8035 -0.573
O 0.1155 -1.3230 1.9635 -0.232
C 1.9124 -4.0264 -1.2587 -0.719
F 2.9549 -3.7946 -2.0339 0.151
F 0.8392 -4.2618 -1.9965 0.160
F 2.1700 -5.0882 -0.4948 0.133
```



(3)
Computed, not measured: a structure of composition H18O9, with ωB97M-V/def2-TZVPD.

## Properties
* frontier orbital gap: 9.13 eV
* relative energy (zero: lowest compared OMol25 entry of this formula, charge and spin): 174.8 kcal/mol
* LUMO: -0.84 eV
* total charge: 0
* HOMO: -9.97 eV

Structure (XYZ):
```
27
Properties=species:S:1:pos:R:3:lowdin_charge:R:1
H -0.2038 -0.1030 -0.8961 0.108
H 0.8401 0.8299 -0.0969 0.058
H 1.5890 -1.7131 1.7144 0.035
H 1.4728 -0.5418 2.5254 0.000
H 5.2794 2.2396 0.9752 0.068
H 3.8774 2.3257 0.4280 0.008
H -2.7741 -2.9221 -1.5099 0.051
H -1.8399 -3.8390 -0.7090 0.045
H -0.0485 2.0248 0.7615 -0.038
H -0.0638 3.5078 1.0939 0.107
H 0.3714 -2.2813 -4.8416 0.028
H 0.1996 -1.1376 -3.7908 0.047
H -0.5447 -1.2882 2.3495 0.044
H -1.9853 -0.7282 1.9322 -0.084
H 0.2731 3.2655 -0.7170 0.087
H 0.2124 2.2483 -1.7564 0.071
H -3.8138 -1.5463 0.6714 0.105
H -2.5034 -1.0084 0.1497 0.000
O -0.0780 0.6547 -0.2486 -0.107
O 1.5942 -1.4484 2.6348 -0.014
O 4.5447 2.9007 0.8013 -0.078
O -2.6395 -3.3097 -0.6296 -0.048
O 0.4138 2.6191 1.3412 -0.095
O 0.3455 -1.3248 -4.7605 -0.075
O -1.4792 -0.9934 2.6629 -0.083
O 0.1606 2.3010 -0.8230 -0.165
O -3.1999 -0.7316 0.7382 -0.074
```



The lowest total charge belongs to which entry? C17H17Cl7CrGeN3OS